14
Properties=species:S:1:pos:R:3:forces:R:3 method="wB97M-V/def2-TZVPD" total_energy_ha=-270.40022 e_homo_ev="-8.415 / -7.870" homo_lumo_gap_ev="8.7 / 7.9" relative_energy_kj_mol=414.0 lumo_ev="0.3 / 0.1"
C 1.471 -0.274 0.713 -0.09 0.26 0.07
C 0.185 -0.882 0.266 0.76 -1.64 0.15
C -1.210 0.734 0.669 -0.65 1.19 -0.02
C -0.977 -0.264 -0.385 0.32 0.23 0.02
C -0.439 0.395 -1.626 -0.38 -0.03 -0.52
O -0.927 0.267 -2.720 0.23 0.12 0.17
H 1.532 -0.325 1.808 0.09 0.05 -0.12
H 2.345 -0.823 0.336 -0.17 0.10 -0.07
H 1.537 0.783 0.450 0.17 -0.06 -0.02
H 0.098 -1.956 0.472 -0.11 0.38 0.26
H -1.134 1.785 0.371 0.30 -0.23 0.27
H -1.200 0.554 1.732 -0.33 -0.46 -0.07
H -1.770 -0.972 -0.628 0.04 0.06 0.03
H 0.491 0.978 -1.457 -0.19 0.03 -0.16

---

42
Properties=species:S:1:pos:R:3:forces:R:3 method="wB97M-V/def2-TZVPD" total_energy_ha=-1422.05075 e_homo_ev=-9.400 homo_lumo_gap_ev=9.1 relative_energy_kj_mol=7.5 lumo_ev=-0.3
C 0.781 -0.566 2.698 0.00 0.07 -0.19
H 0.818 -1.628 2.468 -0.02 -0.08 -0.02
H 0.054 -0.398 3.488 -0.03 0.02 0.09
H 1.760 -0.239 3.047 0.02 -0.02 0.00
C 0.377 0.224 1.450 -0.09 0.36 0.71
C 0.465 1.745 1.735 -0.54 -0.33 -0.25
H 0.222 2.308 0.829 0.03 0.00 0.07
O 1.710 2.121 2.273 0.35 0.06 0.03
C 2.790 2.338 1.475 0.32 0.04 -0.02
C 3.999 2.508 2.158 -0.23 -0.05 0.01
C 5.170 2.726 1.471 -0.08 -0.01 -0.17
C 5.158 2.785 0.076 -0.75 -0.11 0.35
C 3.953 2.635 -0.608 0.25 0.03 0.16
C 2.778 2.410 0.083 -0.32 0.01 0.10
H 1.864 2.285 -0.477 -0.06 -0.03 0.00
H 3.940 2.689 -1.686 0.01 0.00 -0.05
C 6.359 2.987 -0.640 0.43 0.07 -0.26
N 7.334 3.141 -1.223 0.34 0.07 -0.20
H 6.101 2.845 2.004 0.06 0.02 0.04
H 3.986 2.460 3.235 0.01 -0.01 0.12
H -0.272 1.984 2.505 0.07 -0.01 -0.15
O 1.164 -0.146 0.332 0.16 0.00 -0.10
H 2.095 -0.097 0.580 -0.03 -0.04 -0.07
C -1.097 -0.102 1.147 0.49 0.04 -0.21
O -1.981 0.233 1.901 -0.17 0.08 0.22
N -1.255 -0.795 -0.009 0.48 -0.06 -0.32
C -2.414 -1.316 -0.561 -0.67 -0.18 -0.07
C -2.318 -1.918 -1.818 -0.16 -0.02 0.02
C -3.434 -2.475 -2.410 -0.08 0.01 0.09
C -4.671 -2.450 -1.754 0.71 0.36 0.34
C -4.759 -1.842 -0.501 0.06 -0.15 -0.32
C -3.649 -1.278 0.091 0.20 0.09 0.08
H -3.722 -0.807 1.056 -0.02 0.01 0.03
H -5.712 -1.821 0.006 -0.07 0.01 0.04
C -5.825 -3.030 -2.333 -0.30 -0.10 -0.07
N -6.773 -3.496 -2.774 -0.42 -0.20 -0.18
C -3.334 -3.119 -3.769 0.12 -0.22 -0.47
F -3.640 -4.426 -3.736 -0.08 0.00 0.21
F -2.098 -3.035 -4.285 0.22 0.13 0.15
F -4.155 -2.549 -4.663 -0.11 0.13 0.14
H -1.367 -1.949 -2.329 0.05 -0.01 -0.06
H -0.400 -0.939 -0.535 -0.13 0.03 0.17

---

6
Properties=species:S:1:pos:R:3:forces:R:3 method="wB97M-V/def2-TZVPD" total_energy_ha=-1188.13362 e_homo_ev="-7.495 / -7.497" homo_lumo_gap_ev="5.7 / 5.8" relative_energy_kj_mol=282.4 lumo_ev="-1.8 / -1.7"
C -0.562 -0.869 -0.954 0.06 0.93 -1.47
N 1.679 1.173 1.262 -3.52 1.06 0.15
O 0.650 1.673 1.499 3.13 -1.11 -0.29
F -1.377 0.020 -1.660 1.55 -0.92 1.45
Cl -1.449 -1.688 0.226 -0.63 -0.19 0.55
Cl 1.059 -0.308 -0.372 -0.58 0.23 -0.38

---

14
Properties=species:S:1:pos:R:3:forces:R:3 method="wB97M-V/def2-TZVPD" total_energy_ha=-412.04963 e_homo_ev=-7.977 homo_lumo_gap_ev=8.7 relative_energy_kj_mol=418.3 lumo_ev=0.7
C 2.355 -0.608 0.097 0.02 -0.06 -0.63
C -1.013 0.389 -0.143 0.80 -0.51 0.35
C -0.930 1.788 -0.068 -0.26 3.60 -0.10
H 2.323 -1.540 -0.518 -0.04 0.58 0.80
H 2.304 -0.787 1.168 -0.03 -0.49 0.07
H 3.341 -0.151 -0.072 -0.53 0.25 -0.24
H 1.388 1.288 -0.379 -0.55 -1.49 0.35
H -3.111 0.337 -0.197 1.40 -0.26 0.10
H -2.471 -1.958 0.608 0.03 -0.38 0.91
N 1.236 0.249 -0.305 1.88 1.04 -0.36
N 0.053 -0.310 -0.129 -0.56 -0.26 -0.25
N -2.254 -0.158 0.128 -2.18 0.34 0.42
N -0.845 2.950 0.016 -0.02 -2.15 -0.17
O -2.376 -1.490 -0.207 0.05 -0.20 -1.25

---

9
Properties=species:S:1:pos:R:3:forces:R:3 method="wB97M-V/def2-TZVPD" total_energy_ha=-229.84772 e_homo_ev=-9.932 homo_lumo_gap_ev=10.0 relative_energy_kj_mol=473.2 lumo_ev=0.1
C 0.922 -0.775 -1.941 -0.27 0.21 0.74
C 0.646 -0.446 -0.740 1.05 -0.27 -1.43
C 0.500 -0.275 0.729 2.62 0.30 1.06
C -0.282 0.591 -0.116 -0.46 3.20 -1.14
O -1.624 0.495 -0.212 -0.71 -2.46 1.11
H 0.233 -1.272 1.158 -0.32 1.42 0.23
H 1.324 0.370 1.189 -0.81 -1.70 -0.30
H -0.002 1.690 -0.340 0.08 -2.02 0.73
H -1.717 -0.377 0.273 -1.19 1.33 -1.00

---

13
Properties=species:S:1:pos:R:3:forces:R:3 method="wB97M-V/def2-TZVPD" total_energy_ha=-393.75372 e_homo_ev=-8.548 homo_lumo_gap_ev=9.6 relative_energy_kj_mol=126.2 lumo_ev=1.1
C 1.638 -0.288 0.287 1.19 -1.81 0.18
C 0.306 0.262 -0.069 0.65 0.16 -1.72
C 0.035 1.555 0.139 1.57 -0.40 0.55
C -0.605 -0.748 -0.762 -2.53 2.86 4.60
C -1.827 -0.757 -0.109 1.55 -1.63 -3.20
H 2.506 0.424 0.219 -1.08 -0.48 0.57
H 1.480 -0.758 1.315 1.05 0.31 -1.25
H 1.930 -1.111 -0.496 -0.63 1.25 1.65
H 0.677 2.258 0.840 -1.65 -1.28 -1.89
H -0.235 -1.608 -1.230 0.33 -0.86 -0.86
H -2.640 -1.448 -0.268 0.16 -0.59 -0.26
F -0.998 2.047 -0.546 -0.59 1.18 0.53
F -2.266 0.173 0.682 -0.03 1.30 1.10

---

90
Properties=species:S:1:pos:R:3:forces:R:3 method="wB97M-V/def2-TZVPD" charge=+1 total_energy_ha=-11792.20403 e_homo_ev=-10.347 homo_lumo_gap_ev=7.0 relative_energy_kj_mol=63.7 lumo_ev=-3.3
Pb -3.729 3.330 0.280 -0.27 0.47 0.13
O -4.468 1.660 1.735 -0.24 -0.56 -0.03
C -4.602 0.453 1.440 0.92 0.71 -0.72
C -4.479 -0.136 0.155 -0.16 1.41 -1.47
C -4.511 -1.527 0.090 0.49 -1.96 -0.57
C -4.634 -2.184 -1.121 -0.20 0.97 0.33
C -4.764 -1.462 -2.332 0.24 -1.39 0.42
C -4.586 -0.116 -2.313 -0.37 0.00 -0.90
C -4.471 0.632 -1.105 -0.19 -0.56 0.01
O -4.438 1.919 -1.229 -0.03 -0.38 0.60
N -4.598 -3.646 -1.177 -0.35 1.30 -2.33
O -4.889 -4.126 -2.280 0.30 -0.23 1.55
O -4.224 -4.212 -0.197 0.20 -1.31 0.91
H -4.777 -0.287 2.200 -0.26 -0.11 0.96
H -4.310 -2.183 0.957 -0.51 0.66 -0.25
H -4.951 -2.074 -3.238 0.24 0.81 0.56
H -4.621 0.345 -3.306 0.04 0.52 0.71
Se 0.654 3.242 -4.102 -0.16 1.03 -0.74
P 0.833 1.519 -3.037 0.70 -0.95 0.57
C 2.533 1.056 -2.592 -0.83 -0.81 0.39
C 2.725 -0.148 -1.883 1.27 0.26 -0.55
C 4.019 -0.610 -1.709 -0.03 -0.39 0.04
C 5.127 0.109 -2.240 -0.22 -2.03 1.87
C 4.913 1.280 -2.877 0.42 2.28 -1.09
C 3.607 1.718 -3.117 0.20 0.50 0.30
C 0.338 -0.027 -3.884 -0.24 1.13 0.84
C 1.282 -0.884 -4.399 1.92 -0.61 -1.33
C 0.945 -1.969 -5.192 -1.01 -0.43 1.24
C -0.418 -2.261 -5.322 0.25 -0.52 -1.45
C -1.379 -1.428 -4.795 -0.39 0.98 0.78
C -1.001 -0.260 -4.071 -0.27 -2.54 -0.84
C -0.059 1.699 -1.431 0.52 0.61 -0.55
C 0.260 1.676 -0.073 0.90 -1.34 0.27
N -0.814 2.062 0.607 0.81 0.32 1.66
N -1.676 2.406 -0.256 -1.52 0.75 0.20
N -1.256 2.273 -1.460 -0.69 -0.45 -2.85
P 1.233 0.713 1.033 -1.54 -0.96 0.57
Se 0.664 1.347 3.063 0.21 0.23 0.81
C 0.898 -1.013 0.685 -1.38 -0.33 -1.26
C 1.710 -2.069 1.065 -1.22 0.45 -0.62
C 1.407 -3.313 0.567 0.70 -1.45 0.22
C 0.335 -3.589 -0.278 0.85 -1.15 0.83
C -0.474 -2.547 -0.635 -0.82 -0.30 -0.67
C -0.225 -1.306 -0.177 3.07 0.99 2.18
C 2.901 1.081 1.223 0.81 0.04 0.36
C 3.710 0.415 2.125 0.79 0.15 0.78
C 5.065 0.777 2.203 -0.68 -0.14 -1.40
C 5.575 1.738 1.318 -0.67 0.08 0.02
C 4.687 2.498 0.533 0.71 -0.01 0.23
C 3.346 2.169 0.517 0.79 -0.33 -0.70
H 1.939 -0.829 -1.621 -0.53 0.17 0.22
H 4.107 -1.582 -1.166 0.40 0.92 -0.60
H 6.100 -0.333 -2.019 -0.05 0.48 -0.33
H 5.697 2.018 -3.204 -0.46 -1.38 0.24
H 3.444 2.616 -3.696 -0.07 0.12 0.00
H 2.370 -0.737 -4.327 -0.70 0.32 0.35
H 1.704 -2.694 -5.473 -0.11 0.36 -0.38
H -0.735 -3.095 -5.976 0.20 0.36 0.70
H -2.434 -1.706 -4.913 0.41 0.31 0.05
H -1.735 0.306 -3.566 -0.77 0.85 0.21
H 2.510 -1.950 1.732 1.05 0.13 0.62
H 2.088 -4.114 0.872 -0.42 0.05 -0.19
H 0.163 -4.640 -0.552 -0.01 0.71 -0.17
H -1.294 -2.615 -1.314 -0.49 -0.55 -0.40
H -0.722 -0.474 -0.525 -1.54 1.36 -0.74
H 3.270 -0.315 2.805 0.38 0.03 -0.21
H 5.745 0.186 2.768 0.32 -0.21 0.64
H 6.655 1.850 1.210 -0.35 0.25 0.23
H 5.059 3.310 -0.086 -0.04 -0.21 0.03
H 2.640 2.535 -0.190 -0.06 1.07 -0.46
Cl 0.819 5.005 0.382 0.16 -0.68 -0.80
C 0.799 5.765 1.927 0.29 0.81 1.01
Cl 0.909 7.522 1.659 0.44 -0.06 0.37
Cl 2.051 5.088 3.044 -0.28 0.52 -0.63
C -0.483 5.539 2.574 -2.20 -1.48 0.17
N -1.533 5.155 2.892 1.56 0.81 -0.30
C -0.185 -0.984 5.761 -3.36 -0.22 0.46
Si -1.608 -0.760 4.418 -0.31 0.69 2.50
C -1.564 -2.217 3.328 1.15 -1.78 2.17
C -3.255 -0.789 5.418 0.71 1.80 -1.10
Se -1.628 1.363 3.383 0.05 -1.00 0.34
H -0.670 -1.895 6.252 1.11 0.68 -0.63
H -0.212 -0.242 6.589 0.31 -0.16 -0.87
H 0.769 -1.175 5.344 0.95 -0.24 -0.09
H -1.361 -3.164 4.029 -0.41 1.96 -1.72
H -0.812 -2.090 2.606 1.64 -0.22 -0.76
H -2.395 -2.365 2.721 -1.98 -0.40 -0.65
H -3.432 0.238 5.810 -0.19 -0.47 -0.49
H -3.081 -1.333 6.307 -0.06 -1.13 0.80
H -4.113 -1.142 4.831 0.18 0.04 0.38

---

12
Properties=species:S:1:pos:R:3:forces:R:3 method="wB97M-V/def2-TZVPD" total_energy_ha=-269.17663 e_homo_ev="-8.539 / -8.543" homo_lumo_gap_ev="8.5 / 8.5" relative_energy_kj_mol=445.3 lumo_ev="-0.1 / -0.1"
C -1.576 -0.963 -0.034 -0.12 -0.05 0.00
C -0.274 -0.309 0.157 0.24 -0.89 0.36
C 0.936 -0.279 1.011 -0.21 0.59 -0.04
C 1.148 1.619 -0.924 -0.16 -0.16 0.05
C 0.720 0.549 -0.263 0.77 0.03 0.14
O 1.050 -1.564 0.690 -0.65 0.54 -0.59
H 1.103 0.141 2.001 0.04 -0.06 -0.06
H -2.359 -0.203 0.046 0.06 -0.03 0.01
H -1.653 -1.418 -1.024 0.03 0.01 0.06
H -1.745 -1.727 0.723 0.04 0.07 0.00
H 0.515 2.129 -1.638 0.02 -0.07 -0.04
H 2.135 2.023 -0.745 -0.05 0.01 0.10